Record 1
Molecular formula: C55H46Cl2N12O8S2Sn
Method: DFT, ωB97M-V/def2-TZVPD

Values from the calculation:
energy above the lowest of the compared OMol25 structures with the same formula, charge and spin	0.00	kJ/mol
HOMO energy	-2.8	eV
multiplicity	1
total charge	-2

```
126
C55H46Cl2N12O8S2Sn (ωB97M-V/def2-TZVPD)
Sn -0.350 -0.082 -0.486
C -3.848 -3.163 -5.535
C -2.397 -3.304 -5.079
N -1.787 -2.052 -4.692
C -2.029 -1.443 -3.484
S -1.408 0.154 -3.287
N -2.702 -2.146 -2.611
N -2.728 -1.550 -1.374
C -3.757 -1.754 -0.646
C -4.955 -2.553 -1.077
C -3.745 -1.157 0.715
C -4.796 -1.347 1.610
C -4.712 -0.778 2.872
C -3.591 -0.041 3.208
C -2.596 0.086 2.251
N -2.676 -0.442 1.044
H -4.254 -4.130 -5.845
H -3.925 -2.472 -6.378
H -4.453 -2.776 -4.716
H -1.789 -3.739 -5.876
H -2.351 -3.974 -4.221
H -1.452 -1.431 -5.408
H -4.853 -2.825 -2.122
H -5.872 -1.977 -0.938
H -5.041 -3.465 -0.480
H -5.652 -1.948 1.338
H -5.511 -0.924 3.588
H -3.469 0.407 4.187
H -1.686 0.638 2.465
C 4.660 -3.310 -0.750
C 4.457 -2.152 0.164
N 3.337 -1.489 0.339
C 3.608 -0.551 1.301
C 4.920 -0.645 1.699
N 5.439 -1.673 0.964
C 5.815 0.049 2.654
O 5.286 1.017 3.351
O 6.984 -0.295 2.736
C 2.588 0.387 1.856
O 2.990 1.164 2.769
O 1.417 0.375 1.408
H 4.336 -3.054 -1.757
H 4.072 -4.165 -0.413
H 5.711 -3.599 -0.785
H 6.395 -1.975 1.058
H 4.269 1.094 3.103
O 0.582 2.795 -1.499
S 1.642 2.165 -2.256
O 1.779 2.507 -3.654
N 1.510 0.606 -1.977
C 2.132 -0.331 -2.772
C 3.193 -0.124 -3.637
C 3.716 -1.168 -4.421
C 3.212 -2.436 -4.365
C 2.153 -2.707 -3.467
C 1.600 -3.999 -3.300
C 0.623 -4.214 -2.376
C 0.164 -3.120 -1.615
N 0.639 -1.912 -1.771
C 1.631 -1.671 -2.667
C 3.161 2.676 -1.477
C 4.209 3.176 -2.235
C 5.391 3.541 -1.601
C 5.515 3.401 -0.226
C 4.453 2.914 0.529
C 3.269 2.559 -0.097
H 3.611 0.866 -3.737
H 4.541 -0.948 -5.089
H 3.614 -3.236 -4.976
H 1.982 -4.812 -3.907
H 0.191 -5.193 -2.219
H -0.612 -3.249 -0.867
H 4.085 3.269 -3.306
H 6.217 3.929 -2.184
H 6.443 3.671 0.264
H 4.542 2.797 1.602
H 2.424 2.196 0.475
N -6.039 6.732 -6.716
C -5.506 6.243 -5.822
C -4.846 5.642 -4.692
C -4.156 4.439 -4.832
C -3.519 3.869 -3.748
C -3.584 4.495 -2.502
C -4.274 5.697 -2.359
C -4.897 6.270 -3.451
N -2.948 3.911 -1.400
C -2.450 4.534 -0.264
C -1.886 3.547 0.477
N -2.034 2.331 -0.158
C -2.673 2.577 -1.260
H -4.105 3.957 -5.799
H -2.955 2.952 -3.868
H -4.337 6.169 -1.388
H -5.435 7.203 -3.344
H -2.480 5.601 -0.132
H -1.355 3.630 1.411
H -2.936 1.836 -2.000
Cl 0.066 2.570 3.515
C -0.912 1.718 4.667
C -1.900 2.419 5.337
C -2.680 1.781 6.288
C -2.481 0.430 6.529
C -1.520 -0.274 5.825
Cl -1.443 -1.987 6.046
C -0.674 0.347 4.882
N 0.263 -0.357 4.167
C 1.230 -1.201 4.757
C 1.732 -0.899 6.019
C 2.685 -1.705 6.619
C 3.160 -2.819 5.943
C 2.658 -3.112 4.682
C 1.686 -2.331 4.063
C 1.120 -2.737 2.733
C -0.391 -3.110 2.802
O -0.676 -4.146 3.435
O -1.162 -2.315 2.205
H -2.034 3.469 5.116
H -3.448 2.325 6.821
H -3.098 -0.106 7.238
H 0.458 -0.054 3.216
H 1.371 -0.012 6.527
H 3.065 -1.452 7.602
H 3.916 -3.454 6.390
H 3.010 -3.993 4.157
H 1.666 -3.616 2.383
H 1.232 -1.950 1.993
```


Record 2
Molecular formula: C2H5N3O2S2
Method: DFT, ωB97M-V/def2-TZVPD

Values from the calculation:
energy above the lowest of the compared OMol25 structures with the same formula, charge and spin	290.63	kJ/mol
HOMO energy	-9.8	eV
multiplicity	1

```
14
C2H5N3O2S2 (ωB97M-V/def2-TZVPD)
C 1.676 -0.478 0.702
C 1.000 0.056 -0.583
N 0.802 -0.091 1.801
N -0.152 0.563 1.396
N -0.151 0.753 0.058
O -2.882 -0.180 -0.793
O -1.320 -1.983 -0.629
S -1.058 2.107 -0.319
S -2.050 -1.004 0.102
H 1.787 -1.486 0.571
H 2.648 -0.200 0.848
H 1.470 0.863 -1.106
H 0.480 -0.611 -1.277
H -2.248 1.690 -0.772
```


Number 1: LUMO level 3.427 eV, molar mass 1256.800 g/mol, frontier orbital gap 6.3 eV. Number 2: LUMO level -0.810 eV, molar mass 167.215 g/mol, frontier orbital gap 9.0 eV.